1.
Molecular formula: C25H36CoF4N5Si
Method: DFT, ωB97M-V with the def2-TZVPD basis set

Structure (XYZ):
```
72
Properties=species:S:1:pos:R:3:forces:R:3:mulliken_spin:R:1
Co 0.66608 -0.09502 -0.16580 0.608 0.175 -0.378 2.7249
C 2.27613 1.66483 2.01059 0.079 -0.047 0.031 0.0374
C 2.23438 2.49241 0.74079 0.101 -0.008 -0.098 0.0284
N 1.95673 1.69979 -0.49135 -0.177 -0.015 0.254 0.0019
C 3.19438 1.50779 -1.30185 0.026 -0.146 0.037 0.0026
C 4.42583 0.98051 -0.57913 -0.014 0.033 0.027 0.0037
C 0.98840 2.43082 -1.33200 0.172 0.152 -0.066 0.0021
C 0.46321 1.60328 -2.48415 -0.083 -0.229 -0.018 0.0023
N 0.19919 0.25448 -2.00030 -0.404 -0.208 -0.214 0.2809
C -0.38848 -0.67028 -2.84572 0.344 0.443 0.351 -0.0142
C -0.50082 -1.98925 -2.39827 -0.033 -0.219 0.159 0.0173
F -0.02493 -2.28051 -1.16134 -0.068 0.065 -0.050 0.0277
C -1.08929 -2.99690 -3.12388 0.044 -0.035 0.109 -0.0205
F -1.16687 -4.21687 -2.57989 -0.006 0.026 -0.041 -0.0010
C -1.59402 -2.75719 -4.38376 -0.085 -0.115 -0.125 0.0512
C -1.48282 -1.46978 -4.86083 -0.004 0.099 -0.090 -0.0213
F -1.94818 -1.17017 -6.08034 -0.006 -0.042 0.021 -0.0013
C -0.90475 -0.45003 -4.12716 -0.036 0.052 -0.161 0.0518
F -0.85525 0.76921 -4.69789 -0.020 -0.020 0.004 0.0024
H 2.32677 2.32291 2.88013 0.055 -0.013 -0.017 0.0010
H 3.12391 0.98029 2.03496 -0.035 0.010 -0.027 0.0083
H 1.37128 1.06323 2.11863 -0.051 0.038 -0.043 0.0821
H 3.18107 3.02108 0.60930 -0.020 0.096 0.006 0.0032
H 1.46789 3.26195 0.83225 -0.059 -0.030 -0.002 0.0022
H 3.43612 2.48585 -1.73537 0.000 0.048 -0.001 0.0044
H 2.93953 0.84539 -2.12968 0.032 -0.026 0.021 -0.0035
H 4.58810 1.46551 0.38334 0.027 0.026 -0.055 0.0000
H 5.30016 1.19015 -1.19607 -0.031 -0.027 -0.015 0.0000
H 4.39896 -0.09039 -0.41742 -0.063 -0.052 0.037 -0.0002
H 1.43323 3.35334 -1.72366 0.029 0.058 0.046 0.0025
H 0.16294 2.71417 -0.68790 -0.116 0.002 0.098 0.0041
H 1.16844 1.58531 -3.31984 0.050 0.019 0.003 0.0078
H -0.43708 2.10234 -2.84790 -0.030 -0.015 -0.040 0.0189
H -2.04962 -3.54140 -4.97236 0.023 0.050 0.035 0.0035
N 2.16528 -1.28118 0.30615 0.112 0.163 -0.128 0.0609
C 2.94947 -2.10400 0.05522 0.094 -0.311 0.165 0.0331
C 3.89949 -3.05642 -0.22001 0.177 -0.124 -0.065 0.0106
C 4.01449 -4.20893 0.61884 -0.038 0.239 -0.335 -0.0007
N 4.09799 -5.14277 1.28976 -0.009 0.109 -0.016 0.0052
C 4.75683 -2.83247 -1.34143 -0.097 -0.130 0.373 -0.0004
N 5.45431 -2.62764 -2.23696 -0.090 0.029 0.010 0.0054
C -2.78571 -0.93976 -0.25897 -0.012 -0.190 -0.360 0.0552
Si -1.64147 -0.05908 0.92003 -0.362 -0.035 0.294 0.0882
C -2.41193 1.65754 1.22935 0.027 0.278 -0.002 0.0637
C -1.53886 2.57259 2.10008 0.003 0.059 -0.071 0.0958
C -3.79054 1.51039 1.89640 -0.009 0.042 0.064 0.0134
C -2.64452 2.34862 -0.12576 -0.133 0.036 -0.006 0.0006
C -1.43003 -1.21735 2.42905 0.158 -0.081 0.153 0.1438
C -2.79393 -1.75265 2.89167 -0.017 -0.079 0.083 0.0260
C -0.59594 -2.43548 1.99748 -0.045 -0.082 0.033 0.1084
C -0.72572 -0.54389 3.61295 -0.010 -0.057 0.039 0.0561
H -3.79809 -0.91445 0.15295 -0.016 0.005 -0.040 0.0054
H -2.50551 -1.98795 -0.38498 -0.043 0.041 0.012 -0.0064
H -2.80830 -0.47975 -1.24966 -0.015 -0.059 0.052 -0.0054
H -1.50136 2.24547 3.13866 0.015 -0.053 0.012 0.0032
H -1.94765 3.59040 2.09409 0.003 -0.056 0.009 0.0011
H -0.50799 2.63420 1.73442 -0.084 -0.025 -0.001 -0.0455
H -3.75294 0.97400 2.84361 0.045 0.029 0.024 0.0011
H -4.51170 1.00753 1.24846 0.045 -0.018 0.015 -0.0006
H -4.18525 2.51195 2.10776 0.003 -0.060 -0.039 0.0026
H -1.72778 2.76174 -0.53826 0.065 -0.039 -0.073 -0.0073
H -3.33524 3.18915 0.01129 0.051 -0.030 0.003 0.0004
H -3.08442 1.68510 -0.87511 0.007 0.064 0.082 0.0004
H -3.33084 -2.26740 2.09201 0.038 0.020 0.020 -0.0025
H -3.44442 -0.97911 3.29627 -0.004 0.026 -0.010 -0.0007
H -2.62633 -2.48355 3.69252 -0.017 0.031 -0.046 0.0021
H -1.05868 -2.98673 1.17424 0.031 0.046 0.043 0.0070
H -0.50706 -3.12580 2.84486 -0.025 0.028 -0.056 0.0020
H 0.41765 -2.17248 1.69632 0.009 0.028 0.023 -0.0067
H -1.34503 0.22510 4.07830 -0.009 0.019 -0.032 -0.0044
H 0.22677 -0.08782 3.32994 -0.065 -0.059 0.018 -0.0200
H -0.50571 -1.29395 4.38235 -0.031 0.048 -0.042 -0.0016
```
Forces are in eV/Å.

The largest force on an atom comes out at 0.74 eV/A. Its spin multiplicity is 5. Its HOMO energy (spin up / spin down) is -0.2972 / -0.3014 hartree. The value obtained for the gap between HOMO and LUMO (spin up / spin down) is 8.385 / 5.930 eV. The calculation puts the LUMO energy (spin up / spin down) at 0.30 / -2.27 eV.

---

2.
Molecular formula: C25H36F3N6O5PtS3
Method: DFT, ωB97M-V with the def2-TZVPD basis set

Structure (XYZ):
```
79
Properties=species:S:1:pos:R:3:forces:R:3:mulliken_charge:R:1
Pt -0.39639 -0.44071 0.95928 0.673 -0.763 -0.040 0.8079
C 1.28028 -3.61776 5.27258 0.049 -0.255 -0.077 -1.1475
C 0.77783 -4.70372 4.33153 0.065 0.102 0.104 -0.0530
C -0.32699 -4.18022 3.42896 0.279 0.164 -0.226 -0.8695
S 0.41361 -3.21023 2.06811 0.710 -1.954 0.803 0.6787
O -0.80212 -2.61145 1.40449 -0.763 2.660 -0.946 -0.7588
C 0.86286 -4.58388 0.90510 0.180 0.222 0.367 -0.6437
C 2.35398 -4.90332 0.88707 0.113 0.187 0.053 -0.5155
C 3.22390 -3.66025 0.74258 0.035 -0.245 0.033 -0.8647
H 2.09190 -3.99817 5.88302 0.149 0.040 0.109 0.4051
H 0.48277 -3.29231 5.93141 -0.132 0.107 0.130 0.3339
H 1.63300 -2.75752 4.71253 0.105 0.203 -0.010 0.2319
H 0.40557 -5.55349 4.90591 0.001 -0.026 -0.104 0.4015
H 1.60540 -5.06251 3.71675 0.048 -0.218 0.051 -0.0621
H -0.96098 -3.46960 3.95865 -0.036 0.102 -0.085 0.4232
H -0.94910 -4.96127 2.99675 -0.022 0.021 -0.161 0.4620
H 0.53915 -4.20703 -0.06431 -0.055 0.132 0.001 0.2025
H 0.27135 -5.45984 1.15261 -0.195 -0.030 0.042 0.4596
H 2.54520 -5.57366 0.04437 -0.101 -0.068 0.117 0.4082
H 2.63715 -5.43614 1.79566 -0.012 -0.097 -0.051 0.2782
H 2.93612 -3.09849 -0.14312 0.000 0.138 -0.103 0.0160
H 4.26895 -3.94332 0.63837 0.055 0.053 0.006 0.4154
H 3.12628 -3.01658 1.61383 0.095 0.141 -0.006 0.3143
C -2.38260 3.22133 -6.77345 -0.039 0.144 -0.155 -1.4264
C -2.11788 3.07564 -5.28997 0.158 0.748 0.229 -0.2331
S -1.74839 4.74618 -4.64548 -0.136 -0.574 0.965 1.2048
O -2.92335 5.55310 -4.73379 -0.454 0.023 -0.019 -0.6578
O -0.52994 5.19842 -5.24173 0.567 -0.067 -0.156 -0.6254
C -1.41771 4.48144 -2.84857 -0.149 0.005 -1.033 -0.4940
C -0.10988 3.72757 -2.68790 -0.011 0.299 -0.787 -1.0094
N 0.01078 3.09324 -1.39040 -0.010 -0.185 0.521 0.3294
C -0.59677 1.94779 -1.02966 -0.249 -0.121 -0.121 0.8580
N -0.25903 1.60028 0.20946 0.351 -1.509 0.523 -0.4088
C 0.58781 2.54471 0.67440 0.481 0.932 -0.100 -0.6875
C 0.76475 3.49388 -0.30811 -0.470 -1.235 0.763 0.1325
N 1.54238 4.68208 -0.22680 0.140 0.064 0.324 1.0892
O 2.21343 4.80398 0.77113 0.108 0.043 0.095 -0.6096
O 1.46220 5.47715 -1.13768 0.030 0.376 -0.244 -0.6447
C -1.56105 1.18367 -1.85367 0.059 -0.056 -0.004 -1.3702
H -2.48916 2.24907 -7.25008 -0.012 -0.030 0.049 0.3829
H -1.55240 3.74930 -7.23700 0.028 -0.025 -0.140 0.3829
H -3.28927 3.79687 -6.93557 -0.072 0.020 -0.085 0.3817
H -1.24264 2.45866 -5.11218 0.097 -0.095 0.107 0.2887
H -2.97983 2.70210 -4.74566 -0.089 -0.054 0.129 0.3592
H -2.28072 3.95110 -2.45888 -0.113 -0.065 0.078 0.3645
H -1.37988 5.47256 -2.40468 -0.018 0.131 -0.031 0.3322
H 0.71660 4.42590 -2.82562 -0.153 -0.357 0.008 0.4333
H -0.03326 2.95171 -3.45256 0.103 -0.039 0.177 0.2952
H 1.00438 2.51870 1.66302 0.140 -0.026 0.109 0.6101
H -2.45725 1.76576 -2.05060 -0.101 0.059 -0.024 0.4261
H -1.84788 0.29156 -1.29534 -0.020 0.115 -0.124 0.2631
H -1.12643 0.89361 -2.80606 0.036 -0.108 -0.173 0.2578
F 1.68474 -2.77043 -5.55732 0.076 0.171 0.094 -0.2552
C 0.79816 -3.42619 -4.80246 0.059 -0.287 -0.434 0.6895
F 1.26635 -4.67067 -4.63267 0.036 -0.020 0.217 -0.2398
F -0.33299 -3.52676 -5.50680 -0.190 0.101 0.081 -0.2551
C 0.57415 -2.74428 -3.47700 0.034 0.100 0.270 0.3028
C 1.60427 -2.02442 -2.88294 -0.384 -0.157 -0.065 -0.5602
C 1.35007 -1.40815 -1.67001 0.321 0.063 0.058 -1.0940
N 0.19065 -1.53031 -1.03445 -0.948 0.858 0.394 0.4816
C -0.77957 -2.25674 -1.58458 -0.306 -0.301 -0.263 -0.4272
C -0.64488 -2.86600 -2.81953 0.342 0.016 -0.028 -0.8530
H 2.56725 -1.93927 -3.35665 0.128 0.081 -0.059 0.5512
H 2.10677 -0.81440 -1.17698 0.042 0.086 0.029 0.6045
H -1.69402 -2.35781 -1.01209 0.046 0.028 -0.032 0.4882
H -1.46007 -3.42245 -3.25283 -0.084 -0.051 -0.026 0.5581
C -2.60418 3.03219 5.65777 -0.104 0.063 -0.033 -1.1833
C -1.22846 2.54310 5.35928 0.583 0.272 0.343 0.9162
C -0.09737 3.05250 6.01023 -0.052 -0.222 -0.299 -0.5860
C 1.13032 2.56202 5.59401 -0.334 0.441 0.472 -0.2718
N 1.23653 1.63212 4.66835 0.510 -0.794 -0.723 -0.4967
C 0.11248 1.13975 4.15730 -0.268 1.115 0.762 0.3274
S 0.29660 -0.29688 3.19936 -0.255 -0.465 -1.371 -0.1490
N -1.09985 1.58559 4.45244 -0.567 -0.411 -0.505 -0.4933
H -2.63935 3.52522 6.62424 -0.061 0.046 0.083 0.3679
H -3.31579 2.21074 5.62946 0.017 -0.044 0.029 0.3256
H -2.91027 3.75118 4.89751 -0.010 0.056 -0.035 0.2617
H -0.17658 3.79361 6.78792 -0.015 0.099 0.067 0.3691
H 2.06831 2.91086 6.00975 -0.057 0.126 0.087 0.4724
```
Forces are in eV/Å.

The largest force on an atom comes out at 2.92 eV/A. Its HOMO energy (spin up / spin down) is -0.3939 / -0.3939 hartree. The value obtained for the gap between HOMO and LUMO (spin up / spin down) is 6.887 / 6.887 eV. The calculation puts the LUMO energy (spin up / spin down) at -3.83 / -3.83 eV. The net charge is +1.

---

3.
Molecular formula: C25H36N3ORhSSeSi
Method: DFT, ωB97M-V with the def2-TZVPD basis set

Structure (XYZ):
```
69
Properties=species:S:1:pos:R:3:forces:R:3:mulliken_spin:R:1
Rh -0.28764 -0.40775 0.23913 0.229 -0.186 0.334 2.3753
C -4.56216 -2.68592 3.09214 0.010 0.041 -0.009 0.0009
C -3.47085 -1.70486 3.41651 0.148 -0.190 -0.132 -0.0045
C -3.69936 -0.60980 4.24011 -0.042 0.059 0.033 0.0133
C -2.62469 0.21573 4.48768 0.239 0.040 -0.011 0.0035
N -1.41397 0.01505 3.96053 -0.030 -0.155 -0.012 0.0295
C -1.28895 -1.05290 3.16574 -0.326 0.213 0.018 -0.0299
S 0.27421 -1.30221 2.35586 -0.390 0.301 -0.144 0.4054
N -2.26765 -1.92574 2.88295 0.074 0.074 0.095 0.0171
H -4.98506 -3.10864 4.00754 0.042 0.033 -0.065 -0.0003
H -4.16431 -3.48732 2.47348 -0.012 0.027 0.022 0.0001
H -5.37478 -2.18886 2.55447 0.067 -0.028 0.035 -0.0009
H -4.67360 -0.41580 4.66882 0.025 -0.010 -0.002 0.0007
H -2.72587 1.08169 5.13686 0.025 -0.035 -0.051 -0.0011
C 1.87335 -4.96319 -3.18757 0.094 -0.086 -0.258 0.0032
Si 1.37100 -4.57615 -1.44032 0.053 0.004 0.008 0.0068
C 0.33304 -5.98068 -0.80388 -0.176 -0.168 0.154 0.0044
C 2.87659 -4.34411 -0.35728 0.214 -0.029 0.148 0.0047
C 0.45601 -3.00394 -1.36119 -0.150 0.148 -0.183 0.2843
C -0.04974 -1.91462 -1.12206 -0.020 0.101 0.051 -0.0971
H 2.41898 -5.91348 -3.21661 -0.037 0.092 -0.045 0.0003
H 2.51454 -4.18659 -3.61594 -0.067 -0.067 0.045 -0.0007
H 0.98698 -5.06194 -3.82126 0.089 0.005 0.011 -0.0001
H 0.96658 -6.86146 -0.64533 -0.109 0.064 -0.021 0.0002
H -0.44834 -6.24682 -1.52318 0.052 0.028 0.106 0.0002
H -0.14712 -5.72532 0.14709 0.069 -0.048 -0.125 -0.0004
H 3.18985 -5.28646 0.10515 0.009 0.095 -0.070 0.0000
H 2.63904 -3.63728 0.44285 0.056 -0.061 -0.012 0.0001
H 3.72370 -3.95025 -0.92969 -0.084 0.007 0.075 -0.0001
C -1.66689 6.40914 -1.74806 0.013 -0.052 0.043 -0.0015
C -1.85295 5.01192 -1.21339 -0.036 0.058 -0.085 0.0267
C -2.56146 4.05538 -1.93024 -0.004 -0.009 -0.021 -0.0030
C -2.75863 2.76869 -1.44195 -0.014 -0.045 -0.064 -0.0357
C -3.51935 1.75356 -2.26107 0.069 0.097 0.106 0.0370
C -2.21143 2.44558 -0.19527 0.007 0.017 -0.085 0.0269
Se -2.46837 0.68868 0.49868 -0.119 -0.265 0.060 0.8904
C -1.49314 3.38316 0.55373 0.029 0.008 0.108 -0.0325
C -0.94767 3.07893 1.92682 -0.041 0.088 -0.107 0.0644
C -1.33092 4.65574 0.02195 0.071 0.030 0.061 -0.0101
H -2.02154 6.48967 -2.77489 0.006 -0.002 0.005 -0.0001
H -0.61502 6.70287 -1.72548 -0.044 -0.023 -0.004 0.0016
H -2.21984 7.13177 -1.14321 0.011 -0.019 -0.021 0.0019
H -2.97054 4.31229 -2.90207 0.005 0.003 0.022 0.0001
H -3.91375 2.20661 -3.17059 0.022 0.003 0.036 0.0031
H -4.35700 1.33915 -1.69411 0.020 0.010 -0.007 -0.0060
H -2.87897 0.91639 -2.54809 0.010 0.007 0.014 -0.0092
H -0.68382 2.03021 2.05044 0.052 -0.047 0.017 -0.0277
H -1.68994 3.31531 2.69477 0.013 -0.028 -0.026 0.0005
H -0.06089 3.68190 2.12758 -0.029 0.004 -0.003 0.0012
H -0.77552 5.39210 0.59686 -0.023 -0.028 -0.021 0.0008
O 0.90472 1.39379 -0.26944 0.202 -0.145 -0.216 0.0152
C 2.10637 1.66252 -0.24869 -0.284 0.085 0.236 -0.0027
C 2.95017 1.51910 0.97610 0.061 -0.149 0.036 0.0101
C 3.59265 0.10994 0.84276 0.041 0.134 -0.077 0.0152
C 4.32801 -0.18407 -0.48176 -0.133 0.048 -0.059 -0.0075
C 3.40471 -0.45246 -1.69438 0.108 0.099 0.061 0.0071
C 2.82972 0.81310 -2.36598 0.037 0.091 0.179 0.0076
N 2.79150 1.93655 -1.39583 -0.050 -0.072 -0.293 0.0061
H 2.34866 1.58018 1.88158 -0.017 -0.016 -0.018 0.0036
H 3.72771 2.28684 0.99678 0.012 -0.009 0.016 -0.0004
H 2.80157 -0.63144 0.96435 -0.052 -0.076 0.059 -0.0048
H 4.27730 -0.02223 1.68146 0.016 0.014 -0.015 0.0005
H 4.93114 -1.07855 -0.32096 -0.016 -0.022 0.005 -0.0004
H 5.04441 0.61922 -0.70182 0.004 -0.075 0.000 0.0000
H 2.57751 -1.08163 -1.36478 -0.064 -0.084 0.045 0.0049
H 3.94721 -1.03270 -2.44612 -0.022 0.040 0.040 0.0009
H 1.82556 0.62979 -2.73898 -0.050 0.038 0.010 0.0006
H 3.44437 1.13824 -3.20220 0.027 0.048 -0.013 -0.0004
H 3.72459 2.25435 -1.18707 0.112 -0.026 -0.018 0.0009
```
Forces are in eV/Å.

The largest force on an atom comes out at 0.51 eV/A. Its spin multiplicity is 5. Its HOMO energy (spin up / spin down) is -0.2759 / -0.2981 hartree. The value obtained for the gap between HOMO and LUMO (spin up / spin down) is 8.038 / 5.872 eV. Its energy above the lowest of the compared OMol25 structures with the same formula, charge and spin is 0.913 eV. The calculation puts the LUMO energy (spin up / spin down) at 0.53 / -2.24 eV.